(1)
A cluster of 4 separate species, C3H15NO3S in total, computed with ωB97M-V/def2-TZVPD.

LUMO energy ... 0.69 eV
Relative energy (zero: lowest compared OMol25 entry of this formula, charge and spin) ... 7.9 kJ/mol
Charge ... 0
2S+1 ... 1

Last column: Mulliken charge in e.
Element x y z (Å)
C (0.75757, 2.24364, 1.08798)  -1.033
N (-0.16762, 1.41594, 0.31432)  -0.263
C (0.51985, 0.75444, -0.82582)  -0.589
C (-0.51186, 0.09521, -1.72123)  -0.372
S (0.09343, -1.23111, -2.72613)  -0.271
H (1.58506, 1.68329, 1.54256)  0.310
H (1.21621, 3.03596, 0.48826)  0.364
H (0.18495, 2.72547, 1.88683)  0.323
H (-0.88598, 2.05521, -0.00808)  0.233
H (1.16851, 0.02954, -0.35074)  0.313
H (1.14232, 1.49199, -1.34291)  0.355
H (-1.02602, 0.80787, -2.37834)  0.363
H (-1.22882, -0.30365, -1.00310)  0.176
H (1.15386, -1.71584, -2.07534)  0.152
O (-0.68560, -2.29229, 0.65465)  -0.614
H (-1.41874, -1.70836, 0.87811)  0.290
H (-1.00346, -3.14340, 0.40487)  0.277
O (1.84308, -2.08275, -0.22937)  -0.665
H (2.53297, -2.44550, 0.32288)  0.293
H (0.98449, -2.25276, 0.19303)  0.386
O (-2.13551, -0.05497, 1.80608)  -0.741
H (-1.30416, 0.28796, 1.47930)  0.424
H (-2.81453, 0.60411, 1.60219)  0.289

---

(2)
A cluster of 5 separate species, C3H15NO4 in total, computed with ωB97M-V/def2-TZVPD.

LUMO energy ... 0.53 eV
Relative energy (zero: lowest compared OMol25 entry of this formula, charge and spin) ... 281.9 kJ/mol
Charge ... 0
2S+1 ... 1

Last column: Mulliken charge in e.
Element x y z (Å)
C (0.61330, -1.51453, -2.66708)  -1.098
C (-0.64046, -0.82397, -2.18064)  -0.121
C (-0.58769, -0.05870, -1.09981)  0.267
N (-1.59562, 0.81089, -0.59982)  -0.591
H (1.49576, -1.29176, -2.06886)  0.290
H (0.72995, -1.36732, -3.74138)  0.304
H (0.48383, -2.60049, -2.54088)  0.278
H (-1.54488, -1.10261, -2.70948)  0.327
H (0.32863, 0.02469, -0.52846)  0.022
H (-1.18840, 1.58506, -0.09759)  0.230
H (-2.22472, 1.09514, -1.33159)  0.201
O (-3.33926, -0.76367, 1.07024)  -0.756
H (-3.37500, -0.49583, 1.98952)  0.268
H (-2.65716, -0.32565, 0.52226)  0.400
O (4.20323, 0.99646, 0.23454)  -0.648
H (3.30211, 1.34298, 0.19524)  0.327
H (4.72547, 1.80882, 0.20848)  0.328
O (-0.93111, -0.16122, 2.54558)  -0.617
H (-1.74804, -0.39408, 2.10145)  0.312
H (0.00576, -0.26413, 2.58563)  0.332
O (1.71479, 1.01194, 1.42301)  -0.693
H (2.61556, 1.09037, 1.67551)  0.355
H (0.81370, 0.91542, 1.69495)  0.284

---

(3)
A structure of composition C3H16AlBrClF5Mg2N5O5PSV, computed with ωB97M-V/def2-TZVPD.

LUMO energy ... -7.92 eV
Charge ... +1
2S+1 ... 1

Last column: Mulliken charge in e.
Element x y z (Å)
N (-2.90759, 2.29837, -0.97268)  -0.442
C (-1.80254, 2.21038, -1.97680)  0.072
N (-1.24598, 3.52395, -2.23615)  -0.623
N (-2.42048, 1.71611, -3.20620)  -0.318
C (-0.75860, 1.14080, -1.38059)  -1.404
P (0.61663, 0.71992, -2.62787)  0.063
S (2.10983, 2.07846, -1.76836)  1.129
O (2.53294, 3.05522, -2.81023)  -0.532
O (3.34752, 1.22958, -1.40131)  -0.203
F (1.65843, 2.96803, -0.45320)  -0.247
H (-2.84955, 1.49671, -0.32972)  0.229
H (-2.66237, 3.11347, -0.39033)  0.461
H (-0.96702, 3.62833, -3.21431)  0.461
H (-0.51676, 3.82225, -1.58599)  0.215
H (-1.79572, 1.99196, -4.01050)  -0.125
H (-2.50440, 0.69859, -3.20841)  0.353
H (-1.37424, 0.19241, -1.27977)  0.741
H (-0.42875, 1.39011, -0.33606)  0.500
H (0.23002, 1.77949, -3.55259)  0.217
H (1.68657, 0.27280, -3.62679)  -0.266
H (1.05697, -0.33915, -1.73648)  0.234
H (-0.27275, -0.20831, -3.27332)  0.285
O (3.18540, -2.22715, 2.26269)  -0.646
V (3.11073, -1.04655, 0.99252)  1.537
O (2.91321, 0.13848, -0.27853)  -0.700
Mg (-4.93734, 3.70951, -1.37991)  0.645
C (1.79536, -4.08319, 6.05869)  0.612
O (1.33964, -4.51868, 7.10536)  -0.663
N (1.20886, -3.07419, 5.36503)  -0.256
N (2.93590, -4.57547, 5.49612)  -0.331
H (1.56702, -2.70389, 4.50545)  0.158
H (0.36534, -2.68479, 5.74657)  0.148
H (3.39912, -5.32354, 5.97996)  0.201
H (3.32682, -4.23396, 4.63839)  0.142
Cl (-1.74298, 1.33726, -5.86702)  -0.495
Br (2.65761, -1.00374, -4.56714)  0.033
F (-1.47684, -3.88619, 1.47590)  -0.434
Al (-1.85459, -2.62677, 2.64204)  0.703
F (-0.34729, -1.97210, 3.30884)  -0.411
F (-2.82665, -3.29374, 3.93766)  -0.408
F (-2.74466, -1.32932, 1.83970)  -0.446
Mg (-2.60683, 4.61856, -3.88466)  0.814

---

(4)
A structure of composition C3H16B2O2V, computed with ωB97M-V/def2-TZVPD.

LUMO energy (alpha / beta) ... 6.00 / 5.98 eV
Relative energy (zero: lowest compared OMol25 entry of this formula, charge and spin) ... 0.0 kJ/mol
Charge ... -2
2S+1 ... 4

Last column: Mulliken charge in e.
Element x y z (Å)
V (-0.61596, -0.11747, 0.58841)  0.522
B (-2.48418, 0.10829, 1.97216)  0.264
H (-2.52979, 0.56163, 0.86043)  -0.048
H (-1.62668, 0.68030, 2.62261)  -0.233
H (-3.55423, 0.24064, 2.53034)  -0.259
H (-2.09957, -1.02555, 1.94462)  -0.147
B (0.90980, -1.49172, 1.76665)  0.127
H (0.51696, -0.89162, 2.75025)  -0.207
H (-0.07224, -1.97456, 1.26759)  -0.051
H (1.35623, -0.63024, 1.05785)  -0.095
H (1.66485, -2.39525, 2.05338)  -0.248
C (1.05556, 2.47238, 0.13319)  -0.712
O (-0.10813, 1.92704, 0.58559)  -0.692
H (1.71173, 1.77901, -0.44027)  0.132
H (0.89336, 3.31199, -0.58668)  0.222
H (1.66949, 2.86487, 0.97279)  0.249
C (1.02923, -0.21055, -2.58728)  -0.935
C (-0.18436, -1.14684, -2.43500)  -0.278
O (-0.97806, -0.86752, -1.38261)  -0.796
H (0.72197, 0.80483, -2.32300)  0.127
H (1.41836, -0.25136, -3.61361)  0.449
H (1.83553, -0.46070, -1.89030)  0.142
H (0.21114, -2.19761, -2.43899)  0.198
H (-0.74101, -1.08998, -3.40815)  0.270

---

(5)
A cluster of 4 separate species, C3H16N2O3 in total, computed with ωB97M-V/def2-TZVPD.

LUMO energy ... 0.80 eV
Relative energy (zero: lowest compared OMol25 entry of this formula, charge and spin) ... 133.8 kJ/mol
Charge ... 0
2S+1 ... 1

Last column: Mulliken charge in e.
Element x y z (Å)
N (0.36754, 2.19171, -0.24404)  -0.538
C (0.31591, 1.46687, -1.49649)  -0.761
C (0.40736, -0.03819, -1.29046)  -0.100
C (-0.87189, -0.61220, -0.71317)  -0.721
N (-0.86271, -2.09889, -0.70500)  -0.658
H (-0.67596, 2.03545, 0.16437)  0.228
H (0.27344, 3.12083, -0.38795)  0.240
H (1.17571, 1.77469, -2.18865)  0.324
H (-0.73626, 1.72489, -2.02518)  0.282
H (0.35992, -0.38035, -2.24645)  0.458
H (1.38713, -0.24021, -0.76658)  0.193
H (-1.79351, -0.21588, -1.17484)  0.406
H (-0.88451, -0.41470, 0.34629)  0.267
H (-1.83311, -2.41712, -0.47637)  0.243
H (-0.84581, -2.36516, -1.68190)  0.228
O (1.45390, -2.32775, 1.02237)  -0.690
H (2.12416, -2.84969, 0.62709)  0.300
H (0.72801, -2.50936, 0.40552)  0.369
O (-1.54991, 1.46411, 2.26449)  -0.690
H (-0.50224, 1.36334, 2.09106)  0.360
H (-1.80038, 0.97996, 3.05603)  0.286
O (1.07559, 0.22190, 2.09927)  -0.650
H (1.12626, -0.65254, 1.75700)  0.319
H (1.56137, 0.77831, 1.56363)  0.307

---

(6)
A cluster of 4 separate species, C3H16N2O3 in total, computed with ωB97M-V/def2-TZVPD.

LUMO energy ... 0.56 eV
Relative energy (zero: lowest compared OMol25 entry of this formula, charge and spin) ... 155.2 kJ/mol
Charge ... 0
2S+1 ... 1

Last column: Mulliken charge in e.
Element x y z (Å)
C (-0.40367, -1.88896, 1.94773)  -1.284
C (-1.21597, -1.46820, 0.63441)  -0.429
N (-0.42508, -0.52331, -0.17413)  -0.243
C (-1.30947, 0.57036, -0.76944)  -0.677
N (-1.89617, 1.63018, 0.17993)  -0.663
H (0.67303, -2.01593, 1.76621)  0.307
H (-0.80171, -2.79621, 2.30922)  0.437
H (-0.57590, -1.16806, 2.74878)  0.275
H (-1.47612, -2.34994, 0.12190)  0.454
H (-2.25476, -1.02826, 0.92325)  0.299
H (-0.14154, -1.04084, -0.92646)  0.244
H (-2.03769, 0.13529, -1.28124)  0.566
H (-0.52816, 1.05198, -1.48670)  0.275
H (-1.54801, 1.32499, 1.06871)  0.277
H (-1.33248, 2.46596, 0.06642)  0.309
O (1.26859, -0.61598, -2.72270)  -0.677
H (1.04736, -0.03215, -3.49146)  0.335
H (1.38311, 0.15771, -2.07977)  0.336
O (1.70298, 1.58479, -1.26277)  -0.651
H (2.37554, 2.06911, -1.69235)  0.264
H (2.00010, 1.69700, -0.29439)  0.365
O (1.81375, 1.08621, 1.35452)  -0.733
H (1.11724, 0.41758, 1.29127)  0.326
H (2.56502, 0.73669, 1.76908)  0.288

---

(7)
A cluster of 2 separate species, C3H16N6P2S in total, computed with ωB97M-V/def2-TZVPD.

LUMO energy (alpha / beta) ... -1.54 / -0.61 eV
Charge ... 0
2S+1 ... 1

Last column: Mulliken charge in e.
Element x y z (Å)
C (-1.95049, -1.74997, -1.07435)  -0.962
C (-2.07887, -0.22200, -0.77292)  0.246
C (-1.61413, -0.02491, 0.63246)  -0.213
N (2.23978, 0.94682, 0.23545)  -0.467
N (1.37919, 3.34073, 0.15278)  -0.624
N (1.15313, 1.97099, -1.98146)  -0.607
N (4.12504, -0.73482, -0.46012)  -0.577
N (2.86135, -1.11693, 1.74150)  -0.641
N (-1.45174, 1.35500, 0.89058)  -0.562
P (1.00513, 1.74942, -0.34120)  0.625
P (2.51856, -0.70678, 0.17358)  0.738
S (1.42770, -2.18938, -0.47120)  -0.478
H (-1.83510, -2.10197, -2.11440)  0.345
H (-0.98082, -2.15790, -0.72475)  -0.065
H (-2.65106, -2.48683, -0.76755)  0.367
H (-3.19004, 0.09433, -0.98591)  0.271
H (-1.34797, 0.34226, -1.41040)  -0.119
H (-2.17879, -0.48732, 1.45828)  0.463
H (-0.68792, -0.52285, 0.68123)  -0.116
H (0.57321, 3.87477, 0.43634)  0.251
H (2.13015, 3.46475, 0.82221)  0.279
H (0.41113, 2.61949, -2.02624)  0.253
H (0.95820, 1.00740, -2.39696)  0.337
H (4.45960, 0.05720, -0.79252)  0.249
H (4.27668, -1.50586, -1.07164)  0.237
H (2.06120, -1.63058, 2.19842)  0.257
H (3.19337, -0.34088, 2.32981)  0.259
H (-1.15532, 1.65343, 1.89864)  0.255

---

(8)
A cluster of 4 separate species, C3H16NO3S in total, computed with ωB97M-V/def2-TZVPD.

LUMO energy ... -3.03 eV
Relative energy (zero: lowest compared OMol25 entry of this formula, charge and spin) ... 179.9 kJ/mol
Charge ... +1
2S+1 ... 1

Last column: Mulliken charge in e.
Element x y z (Å)
C (1.41234, 0.80621, -0.37191)  -0.301
C (1.25801, 2.30799, -0.12446)  -0.687
C (0.38420, 2.70620, 1.08755)  -0.758
S (-1.29626, 2.12875, 1.02508)  -0.204
N (0.35016, 0.09220, -1.14542)  -0.336
H (2.40563, 0.66517, -0.90128)  0.318
H (1.47783, 0.29927, 0.58203)  0.229
H (1.11110, 3.06266, -0.99483)  0.309
H (2.24914, 2.69072, 0.11635)  0.360
H (0.56973, 3.71359, 1.48758)  0.440
H (0.77344, 2.29630, 2.01458)  0.339
H (-1.37304, 2.50712, -0.30004)  0.126
H (0.80421, -0.86024, -1.51328)  0.514
H (-0.32897, -0.21938, -0.54716)  0.381
H (-0.02375, 0.44706, -2.01611)  0.311
H (0.36703, -2.89035, -0.10624)  0.323
H (-1.15363, -2.69016, 0.25795)  0.311
O (-0.38312, -2.13109, -0.09246)  -0.669
H (0.97633, -1.68293, -3.93202)  0.313
H (2.37534, -1.08558, -3.26597)  0.329
O (1.37579, -1.06714, -3.25016)  -0.657
H (-2.30405, -5.75974, 2.40199)  0.314
H (-1.95077, -4.38943, 2.98614)  0.318
O (-1.74439, -5.01826, 2.31760)  -0.623

---

(9)
A structure of composition C3H16O5, computed with ωB97M-V/def2-TZVPD.

LUMO energy ... -6.44 eV
Relative energy (zero: lowest compared OMol25 entry of this formula, charge and spin) ... 1058.7 kJ/mol
Charge ... 0
2S+1 ... 1

Last column: Mulliken charge in e.
Element x y z (Å)
C (-1.49915, -0.98898, 2.15669)  -0.984
C (-0.60251, 0.33378, 1.88224)  -0.188
C (0.68477, 0.07569, 1.00054)  -0.668
H (-0.88384, -1.87492, 2.39976)  0.269
H (-2.29032, -0.85383, 2.96520)  0.349
H (-2.05547, -1.35994, 1.25506)  0.225
H (-0.34964, 0.46125, 2.93790)  0.300
H (1.24473, 0.97322, 0.90180)  0.321
H (1.24755, -0.72602, 1.54825)  0.284
H (-0.70233, 1.61900, -1.83668)  0.383
H (-2.03973, 1.05843, -1.54506)  0.274
O (-1.48575, 1.75196, -1.25806)  -0.632
H (-1.17769, 1.28260, 1.50377)  0.250
H (0.43072, -0.39127, -0.00217)  0.261
O (0.60146, -2.92145, 0.90906)  -0.563
H (-0.66292, -2.33264, -1.60573)  0.252
H (1.48268, 0.94023, -2.59359)  0.259
O (0.72136, 1.09275, -2.09618)  -0.665
H (1.90219, 3.48799, -1.36388)  0.312
H (1.34479, 1.96576, -1.47398)  0.432
O (2.09788, 2.60120, -0.98721)  -0.616
H (0.98244, -3.81825, 0.68994)  0.250
H (-0.11603, -2.33491, -0.05496)  0.385
O (-0.66693, -1.85190, -0.81291)  -0.488

---

(10)
A cluster of 6 separate species, C3H16O7S2 in total, computed with ωB97M-V/def2-TZVPD.

LUMO energy ... 0.02 eV
Relative energy (zero: lowest compared OMol25 entry of this formula, charge and spin) ... 237.6 kJ/mol
Charge ... 0
2S+1 ... 1

Last column: Mulliken charge in e.
Element x y z (Å)
O (-1.39761, -1.11456, -0.81998)  -0.620
C (-1.11529, 0.03058, -0.64506)  0.455
O (-1.61383, 0.99560, -1.57762)  -0.387
C (-0.12159, 0.88157, 0.27473)  -0.351
C (0.35318, 0.31874, 1.63143)  -0.734
S (1.92932, -0.52391, 1.63109)  -0.061
S (1.61332, -2.45432, 1.09013)  -0.186
H (-2.58886, 0.89322, -1.84134)  0.318
H (0.71719, 1.01979, -0.36505)  0.161
H (-0.39154, 2.00808, 0.44518)  0.434
H (-0.35864, -0.37581, 2.10776)  0.338
H (0.32443, 1.06942, 2.32363)  0.418
H (0.73528, -3.04018, 1.81097)  0.133
O (2.04694, 1.34141, -3.04953)  -0.586
H (2.47191, 0.54093, -2.75888)  0.290
H (1.72411, 1.21409, -3.91161)  0.283
O (2.05156, 3.30317, -0.86155)  -0.655
H (1.69558, 2.82392, -1.64596)  0.325
H (2.94384, 2.80366, -0.71184)  0.317
O (-2.11505, 1.55851, 2.22556)  -0.594
H (-2.76830, 2.23957, 2.58971)  0.298
H (-2.51716, 1.20584, 1.35607)  0.333
O (-0.47860, -3.47899, -1.52078)  -0.609
H (-1.32014, -2.96281, -1.12820)  0.435
H (0.26106, -2.95483, -1.48917)  0.255
O (-4.00030, 1.31766, -0.21921)  -0.637
H (-3.67126, 0.54034, -0.51150)  0.306
H (-4.58248, 1.85868, -0.79096)  0.320

---

Computed DFT total energy (eV) in order:
-21822.081; -13032.116; -180494.575; -34503.164; -12492.341; -12492.119; -41723.099; -21831.216; -13597.537; -39371.520